(1)
ORCA calculation (wB97M-V/def2-TZVPD) on an isolated molecule of C7H8 in a non-equilibrium geometry.

Values from the calculation:
2S+1 ... 1
E_LUMO ... 0.860 eV
Orbital gap ... 0.349 Ha
SMILES ... Cc1ccccc1
Highest occupied orbital energy ... -8.6 eV
Relative energy (zero: lowest compared OMol25 entry of this formula, charge and spin) ... 29.3 kcal/mol

Geometry (Å):
1 C -1.704 0.420 -1.330
2 C -0.570 -0.003 -0.448
3 C -0.214 -1.265 0.012
4 C 0.611 -1.272 1.165
5 C 1.234 -0.103 1.595
6 C 1.493 0.834 0.567
7 C 0.509 0.959 -0.383
8 H -2.516 0.853 -0.737
9 H -2.119 -0.386 -1.952
10 H -1.299 1.172 -1.996
11 H -0.711 -2.206 -0.199
12 H 0.556 -2.168 1.781
13 H 1.782 0.010 2.518
14 H 2.390 1.442 0.560
15 H 0.556 1.713 -1.152



(2)
ORCA calculation (wB97M-V/def2-TZVPD) on a structure of composition C7H8AgO3S in a non-equilibrium geometry.

Values from the calculation:
2S+1 ... 2
⟨S²⟩ ... 0.794
E_LUMO (spin up / spin down) ... -10.230 / -11.732 eV
Charge ... +2
Orbital gap (spin up / spin down) ... 0.206 / 0.146 Ha
Highest occupied orbital energy (spin up / spin down) ... -15.8 / -15.7 eV

Geometry (Å):
1 O -3.805 2.889 -0.848
2 S -2.507 2.348 -0.330
3 O -2.760 1.559 1.169
4 O -2.012 1.056 -1.348
5 C -0.587 1.107 -1.601
6 C 0.290 0.262 -0.557
7 C -0.070 -1.269 -0.310
8 C 0.816 -2.104 0.673
9 C 2.026 -1.441 1.383
10 C 2.339 0.101 1.148
11 C 1.479 0.977 0.172
12 H -2.012 0.905 1.226
13 H -0.212 2.195 -1.643
14 H -0.432 0.595 -2.629
15 H -0.951 -1.767 -0.838
16 H 0.534 -3.209 0.814
17 H 2.702 -2.016 2.096
18 H 3.210 0.620 1.679
19 H 1.712 2.082 -0.006
20 Ag 0.240 -4.889 -0.249



(3)
ORCA calculation (wB97M-V/def2-TZVPD) on a cluster of 2 separate species, C7H8BNO2 in total in a non-equilibrium geometry.

Values from the calculation:
2S+1 ... 1
E_LUMO (spin up / spin down) ... -1.343 / -1.338 eV
Orbital gap (spin up / spin down) ... 0.271 / 0.271 Ha
Highest occupied orbital energy (spin up / spin down) ... -8.7 / -8.7 eV
Relative energy (zero: lowest compared OMol25 entry of this formula, charge and spin) ... 108.7 kcal/mol

Geometry (Å):
1 B 1.146 -0.046 0.467
2 C -3.221 -0.098 -0.030
3 C -2.381 -1.104 -0.604
4 C -2.649 1.026 0.482
5 C -1.032 -1.015 -0.543
6 C -1.257 1.157 0.584
7 C -0.434 0.101 0.047
8 C 4.397 0.360 -1.016
9 N 3.976 -0.150 0.024
10 O 1.281 -0.518 1.693
11 O 2.056 0.445 -0.377
12 H -4.265 -0.236 -0.044
13 H -2.792 -1.955 -1.055
14 H -3.297 1.715 0.833
15 H -0.454 -1.817 -1.012
16 H -0.819 2.010 1.040
17 H 5.463 0.090 -1.224
18 H 3.712 1.024 -1.506
19 H 0.571 -0.991 2.241



(4)
ORCA calculation (wB97M-V/def2-TZVPD) on a cluster of 2 separate species, C7H8Cl3PSi in total in a non-equilibrium geometry.

Values from the calculation:
2S+1 ... 1
E_LUMO (spin up / spin down) ... -1.671 / -1.003 eV
Orbital gap (spin up / spin down) ... 0.214 / 0.277 Ha
Highest occupied orbital energy (spin up / spin down) ... -7.5 / -8.5 eV
Relative energy (zero: lowest compared OMol25 entry of this formula, charge and spin) ... 0.9 kcal/mol

Geometry (Å):
1 C 1.802 2.129 -0.203
2 C 1.634 1.824 1.196
3 C 1.372 1.245 -1.176
4 C 1.203 0.590 1.606
5 C 0.894 0.002 -0.726
6 C 0.902 -0.376 0.594
7 C -0.393 -2.938 -0.491
8 Si -3.033 0.280 0.310
9 P 0.287 -1.996 1.064
10 Cl -4.805 0.810 1.215
11 Cl -1.860 1.820 -0.292
12 Cl -3.353 -0.786 -1.389
13 H 2.055 3.181 -0.304
14 H 1.942 2.494 1.994
15 H 1.391 1.400 -2.285
16 H 0.981 0.211 2.559
17 H 0.486 -0.686 -1.533
18 H -1.482 -2.657 -0.488
19 H -0.130 -3.893 -0.226
20 H 0.108 -2.653 -1.426



(5)
ORCA calculation (wB97M-V/def2-TZVPD) on a structure of composition C7H8ClN2O in a non-equilibrium geometry.

Values from the calculation:
2S+1 ... 1
E_LUMO ... -2.889 eV
Charge ... +1
Orbital gap ... 0.394 Ha
Highest occupied orbital energy ... -13.6 eV
Relative energy (zero: lowest compared OMol25 entry of this formula, charge and spin) ... 0.0 kcal/mol

Geometry (Å):
1 C -0.599 -2.442 -1.763
2 C 0.197 -1.833 -1.088
3 C -0.628 1.448 2.055
4 C -0.750 1.946 0.801
5 C 0.319 0.062 0.656
6 C -0.226 1.150 -1.490
7 C 1.185 -1.425 -0.167
8 N -0.147 1.041 -0.083
9 N 0.111 0.256 1.944
10 O 1.526 -2.365 0.780
11 Cl -1.458 3.435 0.293
12 H -1.317 -2.691 -2.590
13 H -0.852 2.111 2.936
14 H 0.720 0.874 -1.896
15 H -0.916 0.370 -1.803
16 H -0.597 2.120 -1.790
17 H 2.006 -0.851 -0.388
18 H 0.567 -0.083 2.754
19 H 0.857 -3.124 0.840



(6)
ORCA calculation (wB97M-V/def2-TZVPD) on an isolated molecule of C7H8ClN3 in a non-equilibrium geometry.

Values from the calculation:
2S+1 ... 1
E_LUMO ... 0.718 eV
Orbital gap ... 0.350 Ha
SMILES ... [H]/N=C(\N)Nc1ccc(Cl)cc1
Highest occupied orbital energy ... -8.8 eV
Relative energy (zero: lowest compared OMol25 entry of this formula, charge and spin) ... 53.0 kcal/mol

Geometry (Å):
1 H -2.829 -1.659 -1.405
2 N -1.765 -1.598 -1.071
3 C -1.266 -0.637 -1.616
4 N -1.864 0.194 -2.608
5 N 0.031 -0.141 -1.429
6 C 0.457 0.074 -0.023
7 C -0.498 0.506 0.873
8 C -0.007 0.792 2.184
9 C 1.315 0.632 2.508
10 Cl 1.833 0.972 4.130
11 C 2.209 0.221 1.595
12 C 1.695 -0.067 0.241
13 H -2.518 -0.157 -3.097
14 H -1.055 0.752 -3.287
15 H 0.580 -0.912 -1.839
16 H -1.480 0.640 0.400
17 H -0.583 0.937 2.806
18 H 3.237 -0.081 1.921
19 H 2.509 -0.470 -0.282



(7)
ORCA calculation (wB97M-V/def2-TZVPD) on a cluster of 2 separate species, C7H8ClN3S in total in a non-equilibrium geometry.

Values from the calculation:
2S+1 ... 1
E_LUMO ... -0.890 eV
Orbital gap ... 0.271 Ha
Highest occupied orbital energy ... -8.3 eV
Relative energy (zero: lowest compared OMol25 entry of this formula, charge and spin) ... 78.1 kcal/mol

Geometry (Å):
1 C -3.032 -1.579 -0.718
2 C -2.256 -1.728 0.416
3 C -1.902 0.202 -0.560
4 C -0.034 0.998 1.244
5 C -0.598 -0.230 1.458
6 C -1.291 1.444 -0.689
7 C 3.606 -0.191 0.266
8 N -2.814 -0.397 -1.312
9 N -1.529 -0.598 0.529
10 N -0.385 1.796 0.204
11 S 2.963 0.029 -1.422
12 Cl 0.370 3.425 -0.022
13 H -3.736 -2.275 -1.129
14 H -2.180 -2.537 1.112
15 H 0.722 1.385 1.903
16 H 2.462 -1.200 -1.547
17 H -1.552 2.104 -1.498
18 H 4.434 -0.893 0.253
19 H 2.803 -0.539 0.912
20 H 3.950 0.786 0.597



(8)
ORCA calculation (wB97M-V/def2-TZVPD) on a structure of composition C7H8F2O in a non-equilibrium geometry.

Values from the calculation:
2S+1 ... 3
⟨S²⟩ ... 2.009
E_LUMO (spin up / spin down) ... 0.763 / -2.376 eV
Orbital gap (spin up / spin down) ... 0.222 / 0.282 Ha
Highest occupied orbital energy (spin up / spin down) ... -5.3 / -10.1 eV

Geometry (Å):
1 C 1.939 0.627 -0.935
2 C 0.869 1.328 -0.661
3 C 2.031 -0.765 -1.381
4 C 1.100 -1.627 -1.062
5 C -0.483 0.731 -0.786
6 C -0.446 -0.741 -0.326
7 C -0.337 -0.787 1.198
8 O -1.521 -1.383 -0.884
9 F 3.251 -1.119 -2.006
10 F 0.935 -2.869 -1.455
11 H 3.020 1.124 -0.792
12 H 0.864 2.376 -0.433
13 H -1.200 1.409 -0.224
14 H -0.988 0.747 -1.781
15 H 0.566 -0.392 1.574
16 H -0.189 -1.860 1.611
17 H -1.262 -0.223 1.544
18 H -1.807 -1.960 -0.174



(9)
ORCA calculation (wB97M-V/def2-TZVPD) on a structure of composition C7H8F9N5O6RuS5.

Values from the calculation:
2S+1 ... 1
E_LUMO ... -0.235 eV
Orbital gap ... 0.319 Ha
Highest occupied orbital energy ... -8.9 eV
Relative energy (zero: lowest compared OMol25 entry of this formula, charge and spin) ... 11.5 kcal/mol

Geometry (Å):
1 Ru 0.437 0.666 0.293
2 F -5.544 -0.873 -2.300
3 C -4.907 0.152 -1.759
4 F -4.452 -0.228 -0.547
5 F -5.779 1.150 -1.556
6 S -3.522 0.749 -2.821
7 O -2.978 1.862 -2.099
8 O -4.130 0.940 -4.093
9 N -2.584 -0.520 -2.852
10 S -1.305 -0.796 -2.030
11 O -0.090 -0.798 -2.774
12 O -1.270 -0.114 -0.720
13 C -1.606 -2.547 -1.542
14 F -1.668 -3.334 -2.605
15 F -2.742 -2.649 -0.853
16 F -0.600 -2.948 -0.760
17 N 1.312 -1.136 4.251
18 C 0.744 -0.274 3.407
19 N 0.777 1.019 3.676
20 S -0.068 -0.901 2.026
21 H 1.735 -0.844 5.115
22 H 1.348 -2.107 3.993
23 H 1.405 1.400 4.364
24 H 0.347 1.656 3.008
25 S 2.690 -1.542 -0.801
26 C 1.639 -0.522 -0.341
27 F 3.025 4.191 -1.377
28 C 2.890 3.785 -0.121
29 F 2.374 4.793 0.599
30 F 4.101 3.506 0.371
31 C 1.967 2.562 -0.016
32 O 1.211 2.255 -0.956
33 O 1.969 1.902 1.064
34 N -2.957 0.791 1.833
35 C -2.634 1.923 1.217
36 N -3.592 2.626 0.618
37 S -1.039 2.555 1.239
38 H -3.829 0.334 1.622
39 H -2.198 0.217 2.179
40 H -4.501 2.219 0.464
41 H -3.295 3.321 -0.048



(10)
ORCA calculation (wB97M-V/def2-TZVPD) on an isolated molecule of C7H8FN in a non-equilibrium geometry.

Values from the calculation:
2S+1 ... 1
E_LUMO ... 1.036 eV
Orbital gap ... 0.345 Ha
SMILES ... F[C@]12C=C[C@@H]3[C@H](C1)[C@@H]3N2
Highest occupied orbital energy ... -8.4 eV
Relative energy (zero: lowest compared OMol25 entry of this formula, charge and spin) ... 31.0 kcal/mol

Geometry (Å):
1 F -2.614 -0.213 0.137
2 C -1.358 0.046 -0.070
3 C -0.882 1.493 0.128
4 C 0.400 1.565 0.220
5 C 1.222 0.397 0.045
6 C 0.844 -0.915 -0.661
7 C -0.638 -0.749 -1.199
8 C 0.967 -0.899 0.833
9 N -0.530 -0.810 1.076
10 H -1.577 2.225 0.442
11 H 1.001 2.357 0.270
12 H 2.257 0.648 -0.104
13 H 1.589 -1.339 -1.351
14 H -0.618 -0.181 -2.140
15 H -1.091 -1.688 -1.202
16 H 1.720 -1.322 1.470
17 H -0.691 -0.616 2.107



(11)
ORCA calculation (wB97M-V/def2-TZVPD) on a cluster of 2 separate species, C7H8FN2O2 in total in a non-equilibrium geometry.

Values from the calculation:
2S+1 ... 1
E_LUMO ... 3.548 eV
Charge ... -1
Orbital gap ... 0.327 Ha
Highest occupied orbital energy ... -5.3 eV
Relative energy (zero: lowest compared OMol25 entry of this formula, charge and spin) ... 10.2 kcal/mol

Geometry (Å):
1 C -2.969 -0.739 -1.169
2 C -2.641 -0.105 0.029
3 C -0.945 -0.157 -1.306
4 C 3.014 0.785 -0.676
5 C 3.714 -1.584 0.146
6 C -0.725 1.433 0.589
7 C 2.944 -0.517 0.093
8 N -1.923 -0.801 -1.948
9 N -1.379 0.318 -0.083
10 O 2.038 1.536 -0.461
11 O 4.025 0.894 -1.366
12 F 1.880 -0.779 0.991
13 H -3.900 -1.145 -1.421
14 H -3.069 0.234 0.982
15 H 0.005 -0.030 -1.742
16 H 4.591 -1.577 -0.454
17 H 3.459 -2.464 0.736
18 H 0.160 1.511 0.047
19 H -1.285 2.294 0.547
20 H -0.733 1.159 1.710



(12)
ORCA calculation (wB97M-V/def2-TZVPD) on the ion C7H8IN4O with charge +1 in a non-equilibrium geometry.

Values from the calculation:
2S+1 ... 1
E_LUMO ... -5.112 eV
Charge ... +1
Orbital gap ... 0.253 Ha
SMILES ... [NH2+]=C(I)N/N=N\c1ccc(O)cc1
Highest occupied orbital energy ... -12.0 eV

Geometry (Å):
1 N -3.190 -2.181 2.158
2 C -2.896 -1.302 1.194
3 I -3.798 0.527 1.324
4 N -1.645 -1.227 0.600
5 N -1.717 -1.070 -0.771
6 N -0.923 -0.487 -1.494
7 C 0.170 0.186 -1.083
8 C 0.819 0.152 0.146
9 C 2.013 0.747 0.228
10 C 2.602 1.579 -0.736
11 O 3.766 2.080 -0.537
12 C 1.871 1.674 -1.918
13 C 0.725 0.907 -2.089
14 H -2.766 -3.029 2.352
15 H -3.715 -1.704 2.969
16 H -0.932 -1.899 1.033
17 H 0.625 -0.482 1.015
18 H 2.597 0.661 1.102
19 H 4.072 1.624 0.263
20 H 2.209 2.292 -2.780
21 H 0.112 0.952 -2.977



> Which value of 2S+1 does entry 7 give?

1



> Number 9 is which compound?

C7H8F9N5O6RuS5